[1]
C36H48N2O22S2 as an isolated structure at a distorted geometry. Source: the OMol25 dataset; level of theory: ωB97M-V with the def2-TZVPD basis set.

Each line ends with the Mulliken spin population.
Element x y z (Å)
C -2.12 -4.89 4.01  0.000
C -2.54 -4.34 2.67  0.000
O -1.99 -3.04 2.62  0.001
S -0.43 -3.22 3.09  0.000
O 0.16 -2.06 3.72  0.000
O 0.38 -3.74 1.98  0.000
O -0.75 -4.47 4.12  0.000
H -2.19 -5.97 4.01  0.000
H -2.51 -4.40 4.90  0.000
H -3.63 -4.35 2.58  0.000
H -2.13 -4.88 1.82  0.000
C -3.59 5.88 -1.91  0.000
C -4.36 4.92 -2.81  0.000
O -3.63 3.77 -3.05  0.000
S -2.09 3.78 -2.40  0.004
O -1.05 3.80 -3.42  0.000
O -2.00 2.93 -1.19  0.004
O -2.26 5.33 -1.81  0.000
H -4.10 6.01 -0.96  0.000
H -3.34 6.83 -2.39  0.000
H -4.70 5.45 -3.69  0.000
H -5.29 4.70 -2.29  0.000
C 0.65 4.68 0.74  0.000
C 0.41 3.47 1.40  0.000
C 1.47 2.89 2.08  0.000
C 2.72 3.46 2.10  0.000
C 2.93 4.69 1.42  0.000
C 1.88 5.33 0.77  0.000
N 3.86 2.83 2.85  0.000
O 4.97 3.22 2.61  0.000
O 3.54 2.03 3.69  0.000
H -0.14 5.20 0.23  0.000
H -0.57 3.03 1.37  0.000
H 1.37 1.95 2.61  0.000
H 3.90 5.18 1.43  0.000
H 2.03 6.28 0.28  0.000
C -2.90 -1.36 -1.98  0.124
C -3.51 -0.88 -3.14  0.216
C -4.54 0.10 -3.01  0.180
C -4.89 0.59 -1.74  0.159
C -4.18 0.09 -0.56  -0.066
C -3.19 -0.84 -0.77  0.151
N -5.88 1.62 -1.58  -0.004
O -6.11 2.14 -0.45  0.044
O -6.43 2.08 -2.57  -0.035
H -2.22 -2.19 -2.07  0.011
H -3.36 -1.30 -4.12  -0.005
H -5.06 0.39 -3.92  0.005
H -4.38 0.46 0.44  0.145
H -2.56 -1.05 0.08  0.048
O 3.70 0.30 -4.35  0.000
C 3.58 1.43 -3.81  0.000
O 4.56 2.00 -3.04  0.000
C 4.06 3.25 -2.40  0.000
C 2.59 3.32 -2.72  0.000
C 2.34 2.38 -3.91  0.000
H 4.58 4.12 -2.81  0.000
H 4.13 3.12 -1.32  0.000
H 2.14 4.30 -2.87  0.000
H 2.04 2.94 -1.85  0.000
H 2.47 2.93 -4.85  0.000
H 1.41 1.83 -3.78  0.000
O 2.03 -4.45 -2.81  0.000
C 1.81 -5.44 -2.10  0.000
O 1.82 -6.68 -2.51  0.000
C 1.48 -7.65 -1.58  0.000
C 1.02 -6.92 -0.36  0.000
C 1.54 -5.46 -0.64  0.000
H 2.38 -8.26 -1.46  0.000
H 0.77 -8.46 -1.77  0.000
H 1.40 -7.37 0.56  0.000
H -0.06 -6.89 -0.27  0.000
H 2.39 -5.34 0.03  0.000
H 0.77 -4.73 -0.39  0.000
O 3.76 0.86 0.26  0.000
C 4.71 0.08 0.15  0.000
O 5.40 -0.12 -1.03  0.000
C 6.04 -1.34 -1.00  0.000
C 5.71 -1.98 0.30  0.000
C 5.14 -0.90 1.21  0.000
H 7.11 -1.14 -1.07  0.000
H 5.59 -1.90 -1.82  0.000
H 6.57 -2.49 0.73  0.000
H 4.92 -2.73 0.32  0.000
H 5.89 -0.61 1.94  0.000
H 4.33 -1.39 1.75  0.000
O -3.76 -1.86 5.52  0.001
C -3.70 -0.94 4.73  0.000
O -3.01 0.17 5.05  0.000
C -3.41 1.26 4.23  -0.001
C -4.02 0.65 3.04  -0.001
C -4.38 -0.78 3.36  0.000
H -2.60 1.94 3.97  0.000
H -4.12 1.96 4.68  0.000
H -3.25 0.58 2.27  0.002
H -4.72 1.38 2.64  0.003
H -3.94 -1.51 2.68  0.000
H -5.47 -0.87 3.38  0.000
O -0.85 0.41 1.46  0.005
C 0.06 0.02 0.72  0.020
O 0.77 -1.09 0.93  -0.003
C 1.56 -1.49 -0.14  -0.001
C 1.07 -0.56 -1.26  -0.003
C 0.66 0.67 -0.48  -0.005
H 1.37 -2.54 -0.36  0.000
H 2.60 -1.36 0.14  0.000
H 0.25 -1.06 -1.78  0.003
H 1.80 -0.34 -2.05  0.000
H -0.15 1.23 -0.97  -0.004
H 1.46 1.38 -0.28  0.000

Computed properties:
* energy: -3961.09703 a.u.
* M: 924.91 g/mol
* charge: +1
* spin multiplicity: 2
* lowest unoccupied orbital energy (alpha / beta): -5.620 / -9.216 eV
* Kohn-Sham gap (alpha / beta): 5.8 / 2.2 eV



[2]
C36H48N8O2S as an isolated structure at a distorted geometry. Source: the OMol25 dataset; level of theory: ωB97M-V with the def2-TZVPD basis set.

Each line ends with the Löwdin charge.
Element x y z (Å)
C -2.01 -2.35 1.67  -0.130
C -0.63 -2.59 0.78  -0.158
C -0.86 -3.05 -0.73  -0.122
S -2.76 -2.95 -0.79  0.786
O -3.23 -4.31 -0.54  -0.331
O -3.22 -2.29 -2.00  -0.356
C -3.11 -1.91 0.69  -0.179
H -1.83 -1.60 2.44  0.068
H -2.36 -3.27 2.14  0.111
H 0.10 -3.36 1.04  0.108
H 0.00 -1.70 0.69  0.020
H -0.45 -4.03 -1.00  0.100
H -0.58 -2.30 -1.47  0.044
H -4.16 -1.92 1.00  0.127
H -2.81 -0.87 0.57  0.053
N -5.55 0.15 -1.30  0.008
C -4.36 -0.42 -1.61  -0.107
C -3.43 0.50 -1.09  -0.142
C -4.06 1.55 -0.44  -0.088
C -5.41 1.30 -0.59  -0.136
H -6.45 -0.22 -1.56  0.150
H -4.17 -1.36 -2.09  0.007
H -2.36 0.44 -1.24  0.027
H -3.52 2.36 0.03  0.083
H -6.34 1.83 -0.42  0.101
N 1.67 -2.89 -2.84  0.078
C 2.19 -1.80 -2.12  -0.150
C 3.31 -2.17 -1.49  -0.216
C 3.60 -3.49 -1.87  -0.069
C 2.67 -3.87 -2.72  -0.132
H 0.80 -2.98 -3.35  0.145
H 1.46 -1.01 -2.01  0.077
H 3.93 -1.57 -0.83  0.096
H 4.43 -4.13 -1.58  0.111
H 2.57 -4.82 -3.23  0.108
N 1.23 -1.00 1.06  0.028
C 0.99 -1.79 2.21  -0.176
C 1.92 -2.81 2.29  -0.073
C 2.91 -2.60 1.28  -0.038
C 2.50 -1.47 0.59  -0.064
H 0.58 -0.31 0.73  -0.128
H 0.15 -1.62 2.86  0.094
H 2.06 -3.57 3.04  0.101
H 3.74 -3.24 1.05  0.105
H 3.02 -1.07 -0.26  -0.045
N 3.70 0.02 -2.76  0.051
C 3.37 0.17 -1.40  -0.146
C 3.22 1.50 -1.10  -0.154
C 3.44 2.27 -2.30  -0.009
C 3.85 1.27 -3.29  -0.080
H 3.87 -0.83 -3.27  0.151
H 3.48 -0.68 -0.74  -0.034
H 3.11 2.01 -0.16  0.022
H 3.26 3.30 -2.56  0.091
H 4.18 1.38 -4.31  0.100
N -0.47 2.59 -1.60  0.030
C -0.66 3.45 -2.58  -0.150
C -1.04 4.59 -2.02  -0.140
C -1.25 4.40 -0.65  -0.091
C -0.89 3.07 -0.38  -0.118
H -0.18 1.63 -1.72  -0.014
H -0.56 3.20 -3.63  0.120
H -1.32 5.49 -2.54  0.092
H -1.46 5.13 0.12  0.089
H -0.82 2.36 0.42  0.078
N 1.05 0.91 -0.65  0.118
C 0.23 0.37 -1.71  -0.098
C -0.88 -0.16 -1.07  -0.106
C -0.80 0.13 0.25  -0.205
C 0.40 0.66 0.56  -0.230
H 1.83 1.53 -0.82  0.035
H 0.55 0.41 -2.74  0.164
H -1.70 -0.55 -1.65  0.106
H -1.52 -0.20 1.00  0.045
H 0.86 1.02 1.47  0.076
N -2.45 1.63 3.33  0.067
C -1.68 1.34 4.37  -0.163
C -0.89 0.20 4.11  -0.028
C -1.05 0.07 2.66  -0.218
C -1.93 1.01 2.17  -0.090
H -3.05 2.45 3.30  0.162
H -1.74 1.79 5.36  0.123
H -0.25 -0.35 4.77  0.108
H -0.66 -0.67 1.98  0.034
H -2.24 1.29 1.17  0.091
N 1.59 1.31 2.92  0.027
C 0.68 2.33 2.70  -0.110
C 1.19 3.09 1.72  -0.075
C 2.35 2.53 1.30  -0.129
C 2.67 1.49 2.12  -0.077
H 1.47 0.58 3.61  0.142
H -0.22 2.33 3.31  0.093
H 0.70 3.92 1.22  0.112
H 2.96 2.86 0.47  0.098
H 3.58 0.94 2.30  0.142

Computed properties:
* energy: -2386.04213 a.u.
* M: 656.90 g/mol
* relative energy (zero: lowest compared OMol25 entry of this formula, charge and spin): 3033.0 kJ/mol
* lowest unoccupied orbital energy: 0.539 eV
* Kohn-Sham gap: 7.9 eV



[3]
C36H49N4P2PtS as an isolated structure at a distorted geometry. Source: the OMol25 dataset; level of theory: ωB97M-V with the def2-TZVPD basis set.

Each line ends with the Löwdin charge.
Element x y z (Å)
Pt -0.61 0.78 0.51  0.817
C 1.24 3.18 -1.49  -0.112
C 1.81 3.27 -0.07  -0.516
C 3.28 3.68 -0.11  -0.095
P 1.55 1.66 0.82  0.964
C 2.49 1.90 2.38  -0.524
C 2.57 0.64 3.24  -0.098
C 1.86 3.05 3.18  -0.104
C 2.47 0.45 -0.14  -0.308
C 3.82 0.13 0.06  -0.051
C 4.48 -0.77 -0.76  -0.272
C 5.92 -1.14 -0.53  -0.045
C 3.75 -1.33 -1.81  -0.028
C 2.41 -1.04 -2.02  -0.027
C 1.73 -0.16 -1.16  -0.354
N 0.37 0.06 -1.20  -0.135
C -0.41 -0.07 -2.35  -0.325
C 0.07 0.18 -3.64  -0.022
C -0.75 0.02 -4.74  -0.026
C -2.09 -0.36 -4.61  -0.273
C -2.96 -0.61 -5.82  -0.047
C -2.58 -0.51 -3.33  -0.048
C -1.77 -0.37 -2.21  -0.309
P -2.30 -0.52 -0.49  0.978
C -4.10 -0.11 -0.49  -0.507
C -5.06 -1.25 -0.87  -0.099
C -4.52 0.49 0.85  -0.111
C -2.03 -2.30 -0.07  -0.509
C -2.62 -2.64 1.30  -0.101
C -2.44 -3.32 -1.13  -0.084
H 1.22 4.17 -1.95  0.087
H 0.23 2.77 -1.50  0.037
H 1.87 2.53 -2.11  0.082
H 1.23 4.01 0.48  0.100
H 3.92 2.85 -0.41  0.076
H 3.63 4.07 0.85  0.072
H 3.42 4.47 -0.85  0.086
H 3.50 2.19 2.07  0.096
H 1.64 0.49 3.78  0.054
H 3.37 0.75 3.98  0.093
H 2.78 -0.26 2.65  0.065
H 0.81 2.83 3.38  0.059
H 1.92 4.00 2.65  0.067
H 2.37 3.16 4.14  0.089
H 4.37 0.58 0.87  0.110
H 6.30 -0.70 0.39  0.076
H 6.55 -0.81 -1.36  0.084
H 6.04 -2.23 -0.45  0.081
H 4.24 -2.04 -2.48  0.121
H 1.86 -1.53 -2.81  0.115
H 1.09 0.51 -3.77  0.112
H -0.36 0.22 -5.73  0.119
H -2.35 -0.92 -6.68  0.078
H -3.50 0.29 -6.11  0.083
H -3.69 -1.39 -5.62  0.078
H -3.63 -0.75 -3.21  0.104
H -4.16 0.67 -1.25  0.105
H -5.19 -1.94 -0.04  0.071
H -4.73 -1.82 -1.74  0.057
H -6.03 -0.82 -1.10  0.090
H -4.54 -0.27 1.63  0.077
H -5.52 0.92 0.78  0.087
H -3.84 1.28 1.17  0.029
H -0.94 -2.32 0.02  0.071
H -3.71 -2.74 1.25  0.066
H -2.39 -1.88 2.04  0.044
H -2.22 -3.59 1.66  0.091
H -3.50 -3.54 -1.09  0.069
H -1.90 -4.25 -0.95  0.088
H -2.19 -2.99 -2.14  0.071
S 0.00 -2.21 4.56  1.078
C -0.38 -1.02 3.37  -0.518
N 0.12 -1.18 2.19  -0.015
C 0.90 -2.34 2.16  -0.320
C 1.59 -2.84 1.05  -0.010
C 2.32 -3.99 1.19  -0.058
C 2.38 -4.67 2.41  -0.071
C 1.70 -4.21 3.51  -0.078
C 0.96 -3.04 3.37  -0.465
H -1.03 -0.19 3.62  0.076
H 1.55 -2.31 0.11  0.094
H 2.86 -4.38 0.33  0.109
H 2.97 -5.58 2.49  0.110
H 1.74 -4.73 4.46  0.113
N -2.58 4.34 1.99  0.082
C -2.72 4.42 0.63  -0.057
C -2.21 3.26 0.14  -0.148
N -1.77 2.48 1.20  -0.143
C -2.01 3.16 2.30  -0.175
H -2.87 5.05 2.66  0.163
H -3.15 5.27 0.13  0.124
H -2.14 2.92 -0.88  0.103
H -1.80 2.84 3.30  0.132

Computed properties:
* energy: -2820.34656 a.u.
* M: 826.91 g/mol
* charge: +1
* lowest unoccupied orbital energy: -2.232 eV
* Kohn-Sham gap: 6.8 eV



[4]
C36H49N5P2PdSSi2 as an isolated structure at a distorted geometry. Source: the OMol25 dataset; level of theory: ωB97M-V with the def2-TZVPD basis set.

Each line ends with the Löwdin charge.
Element x y z (Å)
Pd -0.18 -0.60 0.85  0.712
C 3.07 -2.25 2.10  -0.179
Si 3.32 -1.33 0.52  0.353
C 4.80 -0.22 0.66  -0.156
C 3.64 -2.53 -0.89  -0.163
N 1.83 -0.46 0.05  -0.320
P 1.65 1.12 0.01  0.666
C -0.07 1.38 0.11  -0.178
P -1.79 1.27 -0.10  0.672
N -2.06 -0.29 -0.07  -0.320
Si -3.65 -1.09 -0.04  0.360
C -4.78 -0.51 1.31  -0.164
C -3.33 -2.90 0.21  -0.170
C -4.42 -0.79 -1.70  -0.159
C -2.26 2.03 -1.64  -0.294
C -1.48 1.77 -2.77  -0.073
C -1.85 2.27 -4.00  -0.055
C -3.01 3.02 -4.12  -0.042
C -3.80 3.27 -3.00  -0.045
C -3.43 2.78 -1.76  -0.081
C -2.41 2.20 1.29  -0.300
C -2.59 3.59 1.20  -0.079
C -2.96 4.31 2.32  -0.050
C -3.14 3.67 3.54  -0.037
C -2.93 2.30 3.64  -0.055
C -2.57 1.57 2.52  -0.118
C 2.15 1.83 -1.54  -0.313
C 2.08 3.21 -1.74  -0.074
C 2.43 3.75 -2.97  -0.047
C 2.85 2.91 -3.99  -0.044
C 2.91 1.53 -3.80  -0.056
C 2.55 0.99 -2.58  -0.075
C 2.40 2.03 1.35  -0.309
C 1.83 1.95 2.62  -0.081
C 2.43 2.59 3.69  -0.045
C 3.60 3.32 3.49  -0.041
C 4.16 3.41 2.23  -0.050
C 3.56 2.77 1.15  -0.097
H 3.94 -2.88 2.31  0.047
H 2.19 -2.90 2.12  -0.014
H 2.95 -1.56 2.93  0.038
H 5.69 -0.85 0.60  0.051
H 4.83 0.31 1.61  0.040
H 4.87 0.51 -0.14  0.034
H 4.24 -3.38 -0.55  0.045
H 4.22 -2.04 -1.68  0.041
H 2.73 -2.90 -1.34  -0.017
H -4.38 -0.69 2.30  0.035
H -5.72 -1.06 1.23  0.048
H -5.02 0.55 1.23  0.038
H -2.91 -3.08 1.20  0.029
H -2.63 -3.26 -0.55  -0.004
H -4.25 -3.48 0.13  0.050
H -4.92 0.18 -1.75  0.031
H -5.18 -1.55 -1.88  0.042
H -3.70 -0.84 -2.52  0.034
H -0.58 1.17 -2.69  0.100
H -1.24 2.07 -4.87  0.113
H -3.30 3.41 -5.08  0.118
H -4.71 3.85 -3.10  0.119
H -4.06 2.97 -0.90  0.111
H -2.41 4.11 0.27  0.106
H -3.11 5.38 2.24  0.116
H -3.41 4.24 4.41  0.118
H -3.04 1.80 4.59  0.114
H -2.43 0.50 2.61  0.060
H 1.75 3.86 -0.94  0.122
H 2.38 4.81 -3.12  0.118
H 3.13 3.33 -4.95  0.118
H 3.23 0.89 -4.61  0.113
H 2.58 -0.08 -2.42  0.090
H 0.90 1.42 2.79  0.049
H 1.97 2.53 4.67  0.110
H 4.06 3.82 4.33  0.117
H 5.06 3.98 2.07  0.117
H 4.02 2.84 0.17  0.107
N 0.29 -5.97 -1.07  0.066
C 0.44 -5.68 0.41  -0.074
C -0.31 -4.39 0.71  -0.207
N 0.16 -3.26 -0.08  -0.060
C 0.08 -3.54 -1.50  -0.188
C 0.81 -4.82 -1.90  -0.087
H -0.70 -6.11 -1.28  0.189
H 0.77 -6.84 -1.32  0.190
H 1.51 -5.60 0.59  0.142
H 0.04 -6.54 0.95  0.144
H -0.21 -4.18 1.78  0.100
H -1.37 -4.53 0.51  0.098
H 1.12 -3.04 0.18  0.048
H 0.49 -2.71 -2.07  0.129
H -0.98 -3.63 -1.78  0.117
H 1.88 -4.76 -1.68  0.120
H 0.68 -5.07 -2.95  0.144
S -0.33 -1.57 2.93  0.599
C -0.33 -0.26 3.99  -0.790
N -0.33 0.64 4.71  0.126

Computed properties:
* energy: -3462.26584 a.u.
* M: 808.43 g/mol
* charge: +2
* relative energy (zero: lowest compared OMol25 entry of this formula, charge and spin): 169.5 kJ/mol
* lowest unoccupied orbital energy (alpha / beta): -7.686 / -7.688 eV
* Kohn-Sham gap (alpha / beta): 5.5 / 5.5 eV



[5]
C36H50AuBrF4N3PSSbSi3 as an isolated structure. Source: the OMol25 dataset; level of theory: ωB97M-V with the def2-TZVPD basis set.

Each line ends with the Mulliken spin population.
Element x y z (Å)
Au 0.54 0.76 -1.29  0.180
F -4.48 4.26 -5.33  0.000
C -3.75 3.77 -4.35  0.000
C -3.96 4.17 -3.04  0.001
F -4.91 5.04 -2.76  0.000
C -3.18 3.63 -2.04  -0.001
F -3.43 4.04 -0.79  -0.001
C -2.16 2.70 -2.27  0.004
P -1.16 2.21 -0.82  -0.036
C -0.47 3.76 -0.20  -0.001
C 0.71 4.19 -0.80  0.010
C 1.25 5.42 -0.46  0.004
C 0.64 6.20 0.51  0.001
C -0.52 5.77 1.12  0.000
C -1.09 4.55 0.77  -0.003
C -2.38 1.59 0.37  -0.011
C -3.62 1.11 -0.04  0.009
C -4.57 0.75 0.90  -0.009
C -4.29 0.86 2.25  0.001
C -3.03 1.29 2.67  -0.009
C -2.07 1.65 1.73  0.047
C -1.98 2.30 -3.60  -0.005
Br -0.73 1.00 -4.17  0.006
C -2.76 2.83 -4.62  0.002
F -2.58 2.45 -5.88  0.000
H 1.19 3.58 -1.55  -0.005
H 2.16 5.76 -0.95  0.000
H 1.07 7.16 0.77  0.000
H -1.01 6.39 1.87  0.000
H -2.01 4.24 1.24  0.000
H -3.87 1.07 -1.10  0.002
H -5.55 0.42 0.57  0.000
H -5.05 0.63 2.98  0.000
H -2.82 1.40 3.72  0.001
H -1.11 2.01 2.05  0.007
C 5.93 -2.05 -3.34  0.000
C 4.67 -1.42 -2.85  0.002
C 3.94 -0.52 -3.64  0.001
C 2.78 0.04 -3.15  0.000
N 2.30 -0.23 -1.93  -0.019
C 3.00 -1.08 -1.16  0.045
C 4.16 -1.68 -1.58  0.020
H 6.16 -1.75 -4.36  0.000
H 5.86 -3.13 -3.30  0.000
H 6.77 -1.76 -2.70  0.000
H 4.28 -0.26 -4.63  0.000
H 2.22 0.75 -3.74  0.002
H 2.62 -1.23 -0.17  -0.035
H 4.69 -2.35 -0.91  0.002
S 2.25 1.55 1.30  0.023
C 3.40 2.60 1.95  -0.004
N 4.22 3.39 1.25  0.000
C 5.13 4.16 2.08  0.000
C 4.65 3.82 3.51  0.000
N 3.63 2.80 3.25  0.001
H 4.27 3.34 0.24  0.000
H 5.04 5.23 1.86  0.000
H 6.16 3.86 1.91  0.000
H 4.22 4.68 4.01  0.000
H 5.45 3.42 4.12  0.000
H 3.07 2.38 3.97  0.000
C -2.50 -5.57 1.64  0.069
Si -3.00 -3.80 1.55  0.189
C -3.17 -2.84 3.10  0.085
C -4.12 -3.31 0.17  0.095
Sb -0.54 -2.38 0.37  1.165
Si -0.78 -3.42 -2.16  0.016
C 0.88 -3.20 -2.95  0.024
C -2.06 -2.31 -2.90  -0.005
C -1.23 -5.19 -1.82  0.036
Si 0.87 -2.55 2.85  0.057
C 0.36 -4.25 3.40  0.037
C 2.69 -2.42 2.57  0.016
C 0.13 -1.10 3.72  0.018
H -3.35 -6.10 2.08  0.011
H -1.64 -5.75 2.28  -0.010
H -2.32 -6.00 0.66  -0.010
H -4.19 -3.01 3.46  0.011
H -3.07 -1.77 2.92  -0.032
H -2.49 -3.15 3.89  0.003
H -5.15 -3.41 0.54  0.013
H -4.01 -3.95 -0.70  0.002
H -3.99 -2.26 -0.11  -0.032
H 1.12 -2.15 -3.06  -0.004
H 0.81 -3.63 -3.95  0.003
H 1.68 -3.71 -2.42  0.004
H -1.71 -1.27 -2.88  0.012
H -3.04 -2.36 -2.42  -0.001
H -2.20 -2.59 -3.95  -0.004
H -0.64 -5.61 -1.00  -0.001
H -0.99 -5.78 -2.72  0.002
H -2.29 -5.33 -1.62  0.002
H 0.52 -5.00 2.62  0.001
H -0.67 -4.30 3.74  0.000
H 1.00 -4.53 4.24  0.001
H 3.09 -3.19 1.92  0.002
H 3.14 -2.55 3.55  0.004
H 2.97 -1.43 2.22  0.001
H -0.96 -1.06 3.66  -0.002
H 0.54 -0.18 3.29  -0.009
H 0.41 -1.14 4.77  -0.002

Computed properties:
* energy: -6522.68179 a.u.
* M: 1146.74 g/mol
* charge: +3
* spin multiplicity: 3
* lowest unoccupied orbital energy (alpha / beta): -8.092 / -11.061 eV
* Kohn-Sham gap (alpha / beta): 6.7 / 3.7 eV